ORCA calculation (ωB97M-V/def2-TZVPD) on a structure of composition C19H21F3N3ORbS.

XYZ file:
```
49
Properties=species:S:1:pos:R:3:lowdin_charge:R:1
Rb -0.424 0.384 -0.392 0.86
S -2.535 2.668 0.087 0.42
F -2.483 7.020 -0.727 0.11
F -3.692 5.329 -0.206 0.11
F -2.771 6.498 1.349 0.12
O -2.591 -1.427 -0.114 -0.31
N 2.738 0.054 -0.081 0.08
N 0.078 3.219 0.051 -0.08
N 1.180 -2.149 0.286 0.06
C -2.524 -0.958 2.212 -0.07
C 0.893 -4.527 0.424 -0.04
C 1.149 3.995 0.076 -0.18
C 5.228 -2.669 -0.460 -0.08
C 3.082 -3.637 0.002 -0.15
C 3.335 -1.199 -0.121 -0.26
C 0.417 -3.201 0.452 -0.13
C 4.669 -1.379 -0.389 -0.03
C -3.302 -1.794 -1.282 -0.27
C -1.173 3.753 0.065 -0.76
C -1.293 5.166 0.092 -0.14
C -2.530 -1.298 -2.480 -0.09
C 1.104 5.376 0.140 -0.07
C 2.221 -4.740 0.200 0.00
C -3.321 -1.589 1.094 -0.27
C 2.508 -2.348 0.067 -0.17
C 4.464 -3.782 -0.264 -0.05
C -0.153 5.953 0.148 -0.02
C -2.575 5.958 0.119 -0.60
H 4.889 -4.776 -0.312 0.11
H 5.308 -0.518 -0.546 0.11
H 3.370 0.815 0.114 0.10
H -4.296 -1.097 0.993 0.13
H -3.431 -2.884 -1.313 0.13
H -3.007 -1.619 -3.408 0.08
H -3.501 -2.657 1.276 0.12
H -2.495 -0.207 -2.519 0.07
H 2.632 -5.742 0.165 0.12
H -0.264 7.029 0.190 0.12
H -0.641 -3.009 0.602 0.10
H 6.285 -2.761 -0.671 0.11
H 0.202 -5.345 0.576 0.11
H -4.302 -1.343 -1.257 0.13
H 2.004 5.973 0.176 0.10
H -1.540 -1.425 2.304 0.07
H -1.514 -1.700 -2.503 0.07
H -2.405 0.114 2.039 0.05
H 1.934 0.080 0.528 0.01
H 2.107 3.481 0.049 0.09
H -3.032 -1.085 3.169 0.08
```

multiplicity = 1
charge = 0
frontier orbital gap = 6.4 eV
energy above the lowest of the compared OMol25 structures with the same formula, charge and spin = 0.5151 eV
energy = -1698.0509 hartree
HOMO level = -6.69 eV

---

ORCA calculation (ωB97M-V/def2-TZVPD) on an isolated molecule of C5H8BrCl.

XYZ file:
```
15
Properties=species:S:1:pos:R:3:lowdin_charge:R:1
Br 1.809 -2.570 -2.514 0.68
Cl -2.174 0.151 -0.240 0.60
C 0.351 -2.021 -1.467 -0.64
C -0.004 1.747 -0.099 -0.16
C -0.205 0.001 1.704 -0.13
C -0.452 0.368 0.260 -0.85
C 0.423 -0.839 -0.743 -0.15
H -0.660 -2.441 -1.507 0.05
H -0.669 2.503 0.221 0.05
H -0.048 2.031 -1.168 0.09
H -0.841 -0.922 1.769 0.08
H -0.633 0.805 2.374 0.11
H 0.999 1.995 0.466 0.13
H 0.761 -0.486 1.844 0.08
H 1.345 -0.320 -0.899 0.04
```

multiplicity = 1
SMILES string = CC(C)(Cl)/C=C/Br
charge = 0
frontier orbital gap = 10.1 eV
energy above the lowest of the compared OMol25 structures with the same formula, charge and spin = 1.2752 eV
energy = -3229.4272 hartree
HOMO level = -9.31 eV

---

ORCA calculation (ωB97M-V/def2-TZVPD) on a cluster of 2 separate species, H5NS2 in total.

XYZ file:
```
8
Properties=species:S:1:pos:R:3:lowdin_charge:R:1
S -1.397 0.769 1.232 0.23
S -2.486 0.507 -0.508 0.23
N 1.716 -0.261 -0.290 0.00
H -0.427 1.523 0.694 -0.20
H 1.099 -0.767 -0.918 0.00
H 1.167 -0.078 0.544 -0.05
H -2.071 -0.741 -0.770 -0.22
H 2.399 -0.952 0.016 0.01
```

multiplicity = 1
SMILES string = SS.N
charge = 0
frontier orbital gap = 9.9 eV
energy above the lowest of the compared OMol25 structures with the same formula, charge and spin = 0.0073 eV
energy = -854.1134 hartree
HOMO level = -9.66 eV

---

ORCA calculation (ωB97M-V/def2-TZVPD) on a cluster of 2 separate species, C6H8BrNS in total.

XYZ file:
```
17
Properties=species:S:1:pos:R:3:lowdin_charge:R:1
Br 1.303 -1.539 -2.264 0.64
S -1.569 -0.970 1.204 0.98
N -1.378 -0.172 -1.192 0.00
C 2.944 1.171 0.501 -0.05
C -2.533 0.347 -0.724 -0.21
C 2.039 0.663 1.361 -0.06
C 0.462 -1.585 -0.535 -0.63
C -0.658 -0.926 -0.371 -0.70
C -2.831 0.061 0.547 -0.38
H 1.286 0.100 0.879 -0.03
H -3.158 1.015 -1.300 0.13
H -3.641 0.391 1.040 0.02
H -1.158 0.065 -2.100 0.10
H 2.503 1.095 -0.460 0.02
H 3.680 1.888 0.854 0.05
H 1.966 0.800 2.395 0.03
H 0.742 -2.404 0.163 0.08
```

multiplicity = 1
SMILES string = Br/C=C1\NC=CS1.C=C
charge = 0
frontier orbital gap = 8.1 eV
energy above the lowest of the compared OMol25 structures with the same formula, charge and spin = 2.9789 eV
energy = -3260.2815 hartree
HOMO level = -7.41 eV

---

ORCA calculation (ωB97M-V/def2-TZVPD) on a structure of composition C4H10F6LiN3O14S6.

XYZ file:
```
44
Properties=species:S:1:pos:R:3:lowdin_charge:R:1
S -0.734 -2.882 1.107 0.63
S -2.225 1.834 2.125 0.48
S -1.470 3.277 0.401 0.57
S -0.516 -0.826 -3.119 0.55
S -3.063 -2.425 0.818 0.55
S 1.045 -2.370 -2.633 0.39
F 1.143 -3.933 -2.240 -0.22
F 0.408 -3.627 0.260 -0.16
F -1.757 -0.829 -4.157 -0.22
F -4.230 -3.252 -0.013 -0.20
F -1.795 0.321 2.532 -0.25
F -1.907 3.048 -1.147 -0.21
O -3.397 -2.820 2.158 -0.18
O 1.304 -1.753 -1.349 -0.31
O -0.345 -1.484 1.025 -0.27
O -3.077 -1.087 0.315 -0.16
O 0.373 -0.143 -4.022 -0.26
O 1.410 0.585 1.709 -0.26
O -1.432 2.489 3.161 -0.28
O -2.434 4.226 0.913 -0.26
O 1.377 1.200 -1.087 -0.26
O -0.628 -3.432 2.487 -0.21
O -3.674 1.756 2.258 -0.27
O -1.138 -0.166 -2.003 -0.29
O -0.114 3.678 0.250 -0.26
O 2.027 -2.251 -3.689 -0.28
N -1.979 -3.360 0.074 0.00
N -0.390 -2.535 -3.098 -0.21
N -1.699 1.612 0.666 -0.31
C 1.421 2.320 -2.034 -0.07
C 1.464 0.259 3.101 -0.05
C 2.483 0.258 0.895 -0.21
C 2.587 1.132 -0.358 -0.18
Li -0.100 0.541 0.324 0.61
H 2.480 -0.825 0.764 0.12
H 1.543 -0.827 3.151 0.09
H 0.406 2.344 -2.431 0.09
H 2.116 2.193 -2.863 0.09
H 0.629 0.639 3.689 0.09
H 2.415 0.587 3.521 0.09
H 3.297 0.721 -1.076 0.14
H 2.945 2.140 -0.149 0.13
H 3.436 0.404 1.404 0.13
H 1.795 3.265 -1.641 0.08
```

multiplicity = 2
charge = -1
expectation value of S² = 0.758
frontier orbital gap (alpha / beta) = 8.6 / 4.0 eV
energy = -4371.7667 hartree
HOMO level (alpha / beta) = -7.53 / -7.46 eV

---

ORCA calculation (ωB97M-V/def2-TZVPD) on a cluster of 6 separate species, C12H31ClFN13O6P in total.

XYZ file:
```
65
Properties=species:S:1:pos:R:3:lowdin_charge:R:1
Cl -0.975 0.697 -4.814 0.66
P 2.738 -0.697 1.052 0.79
F 0.208 -1.538 -0.592 0.07
O 1.779 -0.198 2.177 -0.48
O -7.047 1.324 -4.122 0.02
O 8.001 -3.181 7.063 0.01
O -3.404 2.311 -0.122 0.01
O -0.572 -5.418 -3.946 0.04
O 2.391 -2.825 6.984 0.02
N 0.297 0.154 -2.337 0.15
N -5.850 3.014 -3.213 0.15
N 5.762 -3.198 6.735 0.15
N 0.047 -3.865 -2.423 0.15
N -5.668 2.304 -0.190 0.14
N -4.510 0.337 -0.189 0.17
N -6.589 3.152 -5.373 0.15
N 0.440 -2.156 6.053 0.16
N 6.627 -2.549 8.747 0.15
N -0.895 -3.228 -4.409 0.15
N 4.089 1.901 -0.636 0.07
N 2.404 -1.908 4.914 0.15
N 0.930 1.196 -2.825 -0.14
C -6.529 2.424 -4.229 -0.70
C 2.119 1.875 -2.453 0.13
C 0.828 -0.438 -1.187 -0.14
C -4.459 1.690 -0.164 -0.69
C 1.784 -2.329 6.045 -0.69
C 6.871 -2.989 7.487 -0.71
C -1.114 2.993 -2.048 -0.12
C 2.103 0.133 -0.544 -0.09
C 0.251 1.809 -4.051 -0.57
C -0.480 -4.249 -3.616 -0.70
C -0.515 3.151 -3.527 -0.23
C 2.850 1.330 -1.166 -0.15
H -0.056 -2.456 6.877 0.11
H 0.132 -2.910 -2.132 0.04
H -5.417 3.917 -3.279 0.09
H 0.280 3.984 -3.503 0.11
H -0.268 2.955 -1.279 0.08
H 4.054 -0.266 1.417 0.04
H -5.673 3.311 -0.172 0.12
H -6.171 4.058 -5.481 0.09
H 1.036 2.192 -4.802 0.14
H -1.823 3.821 -1.727 0.09
H 7.426 -2.382 9.337 0.11
H 3.404 -2.020 4.871 0.10
H 4.823 -3.045 7.065 0.06
H 2.520 2.779 -3.039 0.17
H -0.829 -2.260 -4.155 0.05
H -5.365 -0.190 -0.224 0.11
H 4.090 2.937 -0.703 0.11
H -3.633 -0.156 -0.171 0.10
H 5.902 -3.525 5.794 0.10
H 5.707 -2.385 9.113 0.10
H 2.609 -2.125 1.016 0.04
H -1.384 3.422 -4.225 0.12
H -7.085 2.747 -6.150 0.11
H -0.076 -1.751 5.294 0.10
H -5.786 2.501 -2.346 0.06
H 0.367 -4.594 -1.807 0.11
H 4.855 1.602 -1.276 0.12
H -6.544 1.813 -0.224 0.11
H 1.925 -1.498 4.131 0.05
H -1.292 -3.474 -5.301 0.11
H -1.645 1.968 -2.000 0.07
```

multiplicity = 1
charge = +1
frontier orbital gap = 4.7 eV
energy = -2540.3056 hartree
HOMO level = -10.83 eV

---

ORCA calculation (ωB97M-V/def2-TZVPD) on a structure of composition C18H20N2O3SW.

XYZ file:
```
45
Properties=species:S:1:pos:R:3:lowdin_charge:R:1
W -0.491 -0.040 -0.202 1.83
S 2.558 -1.022 0.311 1.02
O 0.126 -0.194 1.638 -0.28
O 1.496 -0.246 -0.571 -0.65
O -1.741 1.338 -0.370 -0.19
N -0.702 -0.316 -2.351 -0.09
N -1.059 -1.868 -0.351 -0.16
C 0.427 4.231 -2.445 -0.01
C -0.702 -1.722 -2.754 -0.13
C -1.968 -1.443 0.615 -0.17
C -0.499 3.384 -0.385 0.03
C -0.557 2.027 -2.422 -0.14
C 0.170 4.378 -1.087 -0.01
C -1.400 -2.500 -1.629 -0.14
C -2.454 -1.928 4.341 -0.05
C 3.861 -1.272 -0.883 -0.21
C -0.385 -0.753 3.921 0.01
C 3.286 0.259 1.317 -0.20
C -0.663 -0.844 2.574 -0.29
C -0.872 2.224 -1.050 -0.33
C -0.700 0.734 -3.081 0.00
C -1.783 -1.509 2.074 -0.17
C 0.069 3.067 -3.108 0.01
C -2.707 -2.021 2.981 0.00
C -1.300 -1.312 4.806 -0.04
H 4.124 -0.327 -1.353 0.08
H -3.607 -2.507 2.627 0.13
H -2.995 -1.365 0.242 0.15
H -0.724 0.696 -4.169 0.16
H 4.160 -0.175 1.803 0.09
H 3.570 1.104 0.693 0.08
H 4.713 -1.692 -0.347 0.08
H 2.545 0.539 2.062 0.05
H -1.122 -1.239 5.870 0.12
H 0.347 -2.018 -2.835 0.13
H 0.911 5.025 -2.997 0.13
H 0.308 2.953 -4.158 0.13
H -1.182 -1.875 -3.720 0.14
H 0.455 5.287 -0.574 0.13
H 3.508 -1.995 -1.614 0.07
H -0.792 3.522 0.648 0.14
H -2.488 -2.487 -1.742 0.14
H -3.168 -2.333 5.044 0.12
H 0.492 -0.228 4.271 0.12
H -1.064 -3.537 -1.639 0.14
```

multiplicity = 1
charge = +2
frontier orbital gap (alpha / beta) = 6.5 / 6.5 eV
energy above the lowest of the compared OMol25 structures with the same formula, charge and spin = 0.0394 eV
energy = -1497.8826 hartree
HOMO level (alpha / beta) = -14.14 / -14.14 eV